49
Properties=species:S:1:pos:R:3 method="wB97M-V/def2-TZVPD" de_lowest_kcal_mol=0.0 total_charge=0 smiles=Cc1nc(NC(C2CC2)C2CC2)c2nc(C)n(-c3ccc(C#N)cc3)c2n1 homo_energy_ev=-8.312 e_lumo_ev=0.12
C 2.81 -1.55 -1.79
C 1.79 -0.86 -0.96
N 1.01 0.00 -1.62
C 0.05 0.62 -0.90
N -0.90 1.36 -1.59
C -1.12 1.36 -3.08
C -2.60 1.63 -3.41
C -3.70 1.06 -2.50
C -3.43 2.55 -2.52
C -0.28 2.43 -3.68
C 1.13 2.02 -4.10
C 0.09 2.40 -5.17
C -0.10 0.49 0.46
N -1.00 0.93 1.44
C -0.67 0.34 2.54
C -1.35 0.67 3.86
N 0.38 -0.54 2.33
C 0.89 -1.47 3.24
C 2.26 -1.72 3.29
C 2.70 -2.62 4.28
C 1.83 -3.33 5.07
C 2.34 -4.38 5.90
N 2.88 -5.21 6.53
C 0.46 -3.15 4.93
C -0.02 -2.19 4.02
C 0.77 -0.42 1.02
N 1.69 -1.09 0.34
H 3.08 -0.85 -2.58
H 2.33 -2.42 -2.24
H 3.69 -1.81 -1.20
H -1.64 1.75 -1.00
H -0.90 0.38 -3.49
H -2.85 1.60 -4.46
H -3.31 0.42 -1.71
H -4.63 0.72 -2.94
H -4.22 3.17 -2.96
H -2.91 3.04 -1.69
H -0.45 3.40 -3.18
H 1.89 2.76 -3.89
H 1.43 0.95 -4.08
H -0.39 1.63 -5.77
H 0.18 3.39 -5.63
H -1.75 1.68 3.78
H -0.65 0.63 4.71
H -2.19 0.02 4.02
H 2.97 -1.20 2.64
H 3.78 -2.87 4.32
H -0.28 -3.70 5.48
H -1.08 -2.00 3.94